[1]
57
Properties=species:S:1:pos:R:3 method="wB97M-V/def2-TZVPD" lumo_energy_ev="0.4 / -2.6" spin_multiplicity=6 e_above_lowest_kcal_mol=0.5 total_energy_ha=-4124.8446
C 3.560 1.197 -0.821
C 3.125 1.189 0.567
C 2.710 -0.147 0.896
H 3.149 2.031 1.254
C 2.932 -0.992 -0.246
C 3.450 -0.167 -1.325
H 3.728 -0.511 -2.318
H 3.961 2.054 -1.364
H 2.333 -0.478 1.863
H 2.733 -2.064 -0.284
Ir 1.590 0.603 -0.835
Br 0.639 1.565 -2.784
C 1.177 2.038 -6.360
C 2.332 1.243 -6.632
C 3.488 2.017 -6.301
H 2.330 0.236 -7.043
C 3.045 3.293 -5.834
C 1.618 3.304 -5.867
H 0.977 4.135 -5.586
H 0.144 1.742 -6.517
H 4.522 1.701 -6.414
H 3.681 4.123 -5.535
O -0.198 0.159 -0.221
Si -0.979 -0.370 1.082
C -2.448 -1.327 0.435
C -3.214 -0.712 -0.562
C -4.275 -1.409 -1.154
C -4.539 -2.736 -0.798
C -3.752 -3.359 0.177
C -2.727 -2.645 0.817
C -0.091 -1.545 2.208
C -0.123 -1.356 3.593
C 0.492 -2.281 4.450
C 1.125 -3.412 3.921
C 1.136 -3.615 2.533
C 0.538 -2.680 1.678
C -1.544 1.031 2.165
C -2.910 1.256 2.358
C -3.341 2.321 3.168
C -2.402 3.140 3.808
C -1.032 2.889 3.644
C -0.602 1.846 2.812
H -2.980 0.311 -0.872
H -4.889 -0.906 -1.897
H -5.361 -3.279 -1.267
H -3.932 -4.397 0.452
H -2.135 -3.112 1.610
H -0.636 -0.484 4.003
H 0.466 -2.110 5.528
H 1.594 -4.141 4.589
H 1.602 -4.504 2.105
H 0.547 -2.841 0.595
H -3.635 0.589 1.884
H -4.412 2.486 3.310
H -2.740 3.943 4.469
H -0.295 3.490 4.180
H 0.467 1.652 2.687

=====

[2]
67
Properties=species:S:1:pos:R:3 method="wB97M-V/def2-TZVPD" lumo_energy_ev="-9.7 / -11.3" spin_multiplicity=2 charge=+3 e_above_lowest_kcal_mol=0.0 total_energy_ha=-10333.9058
V 0.436 0.422 -0.545
C -1.183 2.587 1.401
O -0.232 1.503 1.363
C 0.522 1.301 2.493
C 0.473 2.076 3.631
C 1.267 1.735 4.736
Br 1.199 2.803 6.268
C 2.079 0.627 4.698
C 2.132 -0.176 3.542
C 1.350 0.183 2.437
O 1.320 -0.509 1.264
C 2.948 -1.356 3.477
N 3.029 -2.120 2.357
C 3.853 -3.127 2.645
C 4.281 -4.218 1.830
C 5.130 -5.111 2.397
C 5.575 -4.961 3.753
C 5.177 -3.907 4.576
C 4.319 -3.004 4.003
N 3.710 -1.860 4.471
H -0.660 3.535 1.515
H -1.894 2.424 2.210
H -1.703 2.556 0.449
H -0.169 2.943 3.695
H 2.676 0.390 5.567
H 1.949 -1.299 1.311
H 3.931 -4.311 0.812
H 5.489 -5.960 1.832
H 6.252 -5.703 4.155
H 5.533 -3.828 5.594
H 3.803 -1.486 5.404
Se 1.538 -1.442 -1.502
C 2.516 -0.901 -3.064
C 3.567 -0.003 -2.940
C 4.234 0.362 -4.103
N 3.923 -0.100 -5.308
C 2.931 -0.979 -5.396
C 2.187 -1.420 -4.307
H 3.871 0.391 -1.980
H 5.063 1.061 -4.058
H 2.713 -1.356 -6.389
H 1.389 -2.137 -4.439
Se -0.173 0.758 -2.836
N 1.426 1.731 -0.926
C 1.988 2.693 -1.645
C 2.960 3.558 -1.102
C 3.522 4.512 -1.906
C 3.159 4.652 -3.272
C 2.225 3.833 -3.828
C 1.605 2.823 -3.032
N 0.696 2.044 -3.596
H 3.246 3.449 -0.065
H 4.269 5.178 -1.494
H 3.633 5.418 -3.870
H 1.931 3.912 -4.865
S -1.872 -0.307 -0.326
C -3.118 -0.029 -1.502
N -3.405 1.094 -2.141
C -4.625 0.969 -2.960
C -5.040 -0.499 -2.714
N -3.993 -0.970 -1.793
H -2.922 1.961 -1.986
H -4.400 1.169 -4.005
H -5.378 1.675 -2.615
H -5.028 -1.092 -3.626
H -6.019 -0.586 -2.247
H -3.937 -1.906 -1.426

=====

[3]
64
Properties=species:S:1:pos:R:3 method="wB97M-V/def2-TZVPD" lumo_energy_ev="-3.5 / -3.6" spin_multiplicity=2 charge=+1 e_above_lowest_kcal_mol=42.5 total_energy_ha=-3822.5164
Co 0.087 0.989 -0.020
C -2.239 4.406 -1.372
C -3.520 3.968 -1.090
C -3.704 2.681 -0.607
C -2.600 1.874 -0.414
N -1.351 2.314 -0.670
C -1.180 3.544 -1.144
C -2.670 0.455 0.002
C -3.795 -0.274 0.350
C -3.632 -1.622 0.638
C -2.378 -2.216 0.581
C -1.293 -1.418 0.264
N -1.482 -0.134 -0.012
C 0.129 -1.814 0.179
C 0.593 -3.081 0.463
C 1.947 -3.350 0.325
C 2.794 -2.344 -0.105
C 2.258 -1.094 -0.355
N 0.960 -0.828 -0.221
H -2.054 5.397 -1.762
H -4.372 4.614 -1.257
H -4.696 2.307 -0.397
H -0.162 3.843 -1.354
H -4.768 0.190 0.415
H -4.493 -2.218 0.907
H -2.261 -3.267 0.802
H -0.090 -3.853 0.790
H 2.334 -4.336 0.547
H 3.852 -2.514 -0.233
H 2.884 -0.277 -0.691
C -3.167 -2.174 -4.714
N -2.003 -1.553 -5.313
C -1.458 -1.872 -6.551
C -0.411 -1.056 -6.751
N -0.326 -0.248 -5.628
C -1.301 -0.549 -4.737
S -1.573 0.161 -3.238
H -3.721 -2.699 -5.488
H -3.794 -1.406 -4.268
H -2.872 -2.877 -3.935
H -1.863 -2.652 -7.171
H 0.272 -0.979 -7.578
H 0.335 0.492 -5.478
C 2.308 -0.296 5.408
C 3.161 0.187 4.267
C 4.206 -0.600 3.788
C 5.067 -0.122 2.816
Cl 6.401 -1.110 2.294
C 4.907 1.147 2.284
C 3.848 1.922 2.726
C 2.981 1.449 3.700
O 1.993 2.307 4.120
C 0.640 1.892 3.977
C 0.373 1.166 2.664
O -0.039 0.008 2.669
O 0.616 1.862 1.596
H 2.857 -1.019 6.009
H 1.397 -0.778 5.045
H 2.025 0.540 6.048
H 4.367 -1.585 4.207
H 5.607 1.525 1.551
H 3.688 2.919 2.336
H 0.058 2.812 3.994
H 0.321 1.246 4.793

=====

[4]
69
Properties=species:S:1:pos:R:3 method="wB97M-V/def2-TZVPD" lumo_energy_ev="2.4 / 2.4" spin_multiplicity=8 charge=-1 e_above_lowest_kcal_mol=27.8 total_energy_ha=-3174.5521
Eu 0.572 0.785 -0.894
N 1.143 2.185 3.489
C 1.420 1.644 2.275
S 1.536 2.735 0.952
N 1.603 0.341 2.284
N 1.756 -0.251 1.081
C 2.054 -1.509 1.065
C 2.166 -2.389 2.249
C 1.551 -3.643 2.192
C 1.544 -4.478 3.296
C 2.168 -4.083 4.470
C 2.803 -2.851 4.528
C 2.799 -2.004 3.431
C 2.198 -2.106 -0.279
C 3.216 -3.016 -0.544
C 3.335 -3.531 -1.822
C 2.402 -3.165 -2.778
C 1.422 -2.253 -2.429
N 1.329 -1.704 -1.219
H 1.144 3.184 3.565
H 1.252 1.611 4.307
H 1.049 -3.945 1.281
H 1.043 -5.437 3.241
H 2.150 -4.728 5.340
H 3.299 -2.544 5.441
H 3.285 -1.042 3.480
H 3.903 -3.293 0.244
H 4.145 -4.207 -2.066
H 2.450 -3.548 -3.787
H 0.667 -1.946 -3.140
N -0.140 1.554 -3.462
N 0.769 0.528 -3.789
C 2.085 0.597 -3.227
O 2.945 -0.065 -3.794
O 2.173 1.300 -2.165
H -1.083 1.186 -3.514
H -0.051 2.345 -4.090
H 0.792 0.225 -4.750
C -1.872 -0.612 2.658
C -1.752 -0.347 1.170
O -1.026 0.650 0.794
C -2.438 -1.190 0.240
C -3.390 -2.152 0.665
C -4.063 -2.963 -0.224
C -3.792 -2.855 -1.591
C -2.855 -1.941 -2.043
C -2.156 -1.074 -1.173
O -1.291 -0.223 -1.661
H -1.127 -0.002 3.168
H -1.696 -1.666 2.895
H -2.868 -0.342 3.031
H -3.607 -2.238 1.724
H -4.797 -3.681 0.126
H -4.316 -3.494 -2.295
H -2.621 -1.858 -3.101
F -3.788 7.014 -0.716
C -2.472 7.041 -0.990
F -2.322 7.695 -2.162
F -1.885 7.803 -0.046
C -1.868 5.666 -1.046
C -0.550 5.522 -1.458
C -0.014 4.248 -1.482
N -0.708 3.163 -1.141
C -1.968 3.310 -0.754
C -2.597 4.547 -0.685
H 0.040 6.383 -1.741
H 1.014 4.079 -1.784
H -2.488 2.397 -0.482
H -3.621 4.636 -0.355